The following is a quantum chemistry calculation of a cluster of 2 separate species, C3H7NS2 in total, from OMol25.

CARTESIAN COORDINATES (ANGSTROEM)
C (-2.01, -1.21, 0.58)
C (2.05, 1.08, -0.48)
C (1.20, 0.07, 0.22)
N (-2.69, -0.37, -0.11)
S (-1.73, -1.99, 1.92)
S (0.29, -1.15, -0.86)
H (1.56, 1.51, -1.42)
H (2.32, 1.80, 0.28)
H (2.98, 0.71, -1.05)
H (0.30, 0.43, 0.89)
H (1.76, -0.60, 0.97)
H (-3.72, -0.17, 0.03)
H (-2.31, -0.11, -0.96)

Computed properties:
**Relative energy (zero: lowest compared OMol25 entry of this formula, charge and spin)**: 71.23 kcal per mole
**HOMO-LUMO gap (spin up / spin down)**: 0.2732 / 0.2436 hartree



The following is a quantum chemistry calculation of an isolated molecule of HN3P2, from OMol25.

CARTESIAN COORDINATES (ANGSTROEM)
H (0.72, -1.48, -1.95)
P (1.05, -0.40, -1.31)
N (-0.04, -0.68, -0.25)
N (-0.68, -0.38, 0.71)
P (-0.67, 0.91, 1.89)
N (-0.38, 2.03, 0.91)

Computed properties:
**SMILES**: [H]/P=N/N=P#N
**Relative energy (zero: lowest compared OMol25 entry of this formula, charge and spin)**: 81.52 kcal per mole
**HOMO-LUMO gap (spin up / spin down)**: 0.2660 / 0.2645 hartree



The following is a quantum chemistry calculation of an isolated molecule of C6H9N, from OMol25.

CARTESIAN COORDINATES (ANGSTROEM)
C (0.49, -1.70, -1.28)
C (-0.70, -0.05, 0.76)
C (-0.58, 1.08, -0.24)
C (-1.14, 2.24, 0.46)
C (-1.62, 3.09, 1.16)
C (0.58, -0.76, 0.95)
N (1.33, -1.06, -0.26)
H (-0.23, -0.98, -1.66)
H (-0.07, -2.60, -0.95)
H (1.12, -1.99, -2.13)
H (-1.21, 0.88, -1.12)
H (0.43, 1.26, -0.62)
H (-2.07, 3.84, 1.77)
H (1.11, 0.03, 1.52)
H (0.47, -1.60, 1.65)
H (2.09, -1.69, -0.02)

Computed properties:
**Relative energy (zero: lowest compared OMol25 entry of this formula, charge and spin)**: 146.03 kcal per mole
**HOMO-LUMO gap**: 0.3012 hartree



The following is a quantum chemistry calculation of a cluster of 2 separate species, C6H12IO7S in total, from OMol25.

CARTESIAN COORDINATES (ANGSTROEM)
C (2.14, 1.40, -0.05)
C (2.91, 0.12, -0.34)
O (2.57, -0.35, -1.66)
C (2.79, -0.96, 0.73)
O (1.62, -1.77, 0.51)
O (0.86, -1.87, 1.71)
S (-0.43, -0.80, 1.53)
O (-1.30, -1.18, 2.61)
O (-1.02, -1.42, 0.14)
C (-1.42, -0.40, -0.79)
C (-2.93, -0.51, -1.05)
C (-3.72, 0.40, -0.16)
O (-3.43, 0.64, 0.98)
O (-4.80, 0.96, -0.76)
H (1.11, 1.21, 0.23)
H (2.63, 1.94, 0.75)
H (2.16, 2.00, -0.96)
H (3.98, 0.40, -0.37)
H (2.37, -1.29, -1.64)
H (3.68, -1.60, 0.69)
H (2.70, -0.51, 1.72)
H (-1.12, 0.60, -0.48)
H (-0.93, -0.65, -1.73)
H (-3.14, -0.31, -2.10)
H (-3.21, -1.54, -0.80)
H (-5.00, 1.74, -0.22)
I (0.92, 3.76, 1.51)

Computed properties:
**Total charge**: -1
**HOMO-LUMO gap**: 0.2227 hartree



The following is a quantum chemistry calculation of a cluster of 5 separate species, C30H45Cl2F5O14Si in total, from OMol25.

CARTESIAN COORDINATES (ANGSTROEM)
C (-1.86, -6.77, -3.11)
C (-1.09, -5.44, -3.40)
Cl (0.57, -5.63, -4.05)
C (-1.61, -4.19, -3.20)
Cl (-3.31, -4.16, -2.54)
Si (-0.74, -2.55, -3.58)
C (-1.99, -1.50, -4.60)
C (-2.31, -0.07, -3.98)
C (-3.68, 0.00, -3.23)
O (-4.74, 0.03, -3.79)
O (-3.66, 0.09, -1.83)
C (-0.05, -1.64, -2.05)
F (-1.04, -1.13, -1.20)
F (0.74, -0.55, -2.54)
C (0.91, -2.49, -1.16)
C (0.58, -2.96, 0.19)
C (1.53, -3.73, 0.99)
C (2.86, -4.03, 0.41)
C (3.23, -3.58, -0.93)
C (4.63, -3.85, -1.56)
F (5.28, -2.64, -1.73)
F (4.47, -4.40, -2.81)
F (5.44, -4.61, -0.76)
C (2.24, -2.81, -1.70)
H (-1.33, -7.66, -3.54)
H (-2.83, -6.68, -3.69)
H (-2.15, -6.90, -2.04)
H (0.42, -2.81, -4.46)
H (-1.59, -1.41, -5.64)
H (-2.97, -2.05, -4.63)
H (-1.52, 0.33, -3.29)
H (-2.38, 0.66, -4.84)
H (-2.92, 0.65, -1.54)
H (-0.42, -2.72, 0.65)
H (1.26, -4.08, 2.02)
H (3.58, -4.60, 1.05)
H (2.50, -2.46, -2.72)
C (-0.20, -7.81, 7.45)
C (1.07, -7.24, 6.83)
O (0.76, -6.41, 5.70)
C (0.34, -5.17, 6.00)
O (0.22, -4.71, 7.11)
O (0.07, -4.54, 4.86)
C (-0.47, -3.23, 5.04)
H (-0.80, -8.31, 6.69)
H (0.05, -8.52, 8.24)
H (-0.81, -7.01, 7.88)
H (1.68, -8.06, 6.45)
H (1.67, -6.70, 7.56)
H (0.16, -2.62, 5.68)
H (-1.48, -3.29, 5.44)
H (-0.52, -2.75, 4.06)
C (1.83, 4.31, 2.53)
C (1.03, 4.77, 1.32)
O (1.70, 4.42, 0.11)
C (1.58, 3.14, -0.28)
O (0.96, 2.28, 0.29)
O (2.29, 2.98, -1.40)
C (2.32, 1.63, -1.87)
H (2.85, 4.69, 2.48)
H (1.36, 4.66, 3.45)
H (1.89, 3.22, 2.57)
H (0.94, 5.85, 1.34)
H (0.02, 4.36, 1.34)
H (1.32, 1.23, -1.97)
H (2.91, 1.01, -1.20)
H (2.79, 1.63, -2.86)
C (2.24, 5.69, -2.90)
C (1.67, 4.71, -3.90)
O (1.25, 5.37, -5.10)
C (2.23, 5.68, -5.95)
O (3.40, 5.44, -5.81)
O (1.68, 6.32, -7.00)
C (2.63, 6.78, -7.95)
H (1.54, 6.51, -2.72)
H (2.47, 5.20, -1.96)
H (3.16, 6.15, -3.28)
H (0.78, 4.24, -3.47)
H (2.38, 3.90, -4.12)
H (3.29, 5.98, -8.28)
H (3.21, 7.61, -7.53)
H (2.07, 7.15, -8.82)
C (-5.00, 4.14, 6.21)
C (-4.81, 5.13, 5.08)
O (-3.56, 4.90, 4.41)
C (-3.55, 3.88, 3.54)
O (-4.47, 3.16, 3.28)
O (-2.31, 3.79, 3.03)
C (-2.13, 2.68, 2.15)
H (-4.15, 4.16, 6.89)
H (-5.91, 4.38, 6.78)
H (-5.09, 3.12, 5.83)
H (-4.77, 6.14, 5.48)
H (-5.64, 5.09, 4.37)
H (-2.88, 2.67, 1.36)
H (-2.16, 1.75, 2.71)
H (-1.15, 2.78, 1.69)

Computed properties:
**SMILES**: C/C(Cl)=C(\Cl)[Si@@H](CCC(=O)O)C(F)(F)c1cccc(C(F)(F)F)c1.CCOC(=O)OC.CCOC(=O)OC.CCOC(=O)OC.CCOC(=O)OC
**HOMO-LUMO gap**: 0.3581 hartree



The following is a quantum chemistry calculation of a structure of composition C4H9NOS, from OMol25.

CARTESIAN COORDINATES (ANGSTROEM)
C (2.07, -0.16, 1.05)
C (0.80, -0.75, 0.64)
C (-1.42, 0.40, 0.17)
C (-1.88, -0.55, -0.92)
H (1.87, 1.12, 1.59)
H (2.85, 0.02, -0.10)
H (2.81, -0.94, 1.77)
H (0.45, -1.11, 1.58)
H (0.75, -1.46, -0.25)
H (-2.08, 0.25, 1.17)
H (-1.61, 1.62, 0.03)
H (-2.72, -1.33, -0.73)
H (0.50, 1.33, -1.58)
N (-1.62, -0.10, -2.13)
O (0.01, 0.55, 0.32)
S (-0.79, 1.11, -2.60)

Computed properties:
**Relative energy (zero: lowest compared OMol25 entry of this formula, charge and spin)**: 174.11 kcal per mole
**HOMO-LUMO gap**: 0.3157 hartree